{"formula": "C4H5NOS", "method": "ωB97M-V with the def2-TZVPD basis set", "species": ["O", "N", "C", "C", "C", "C", "S", "H", "H", "H", "H", "H"], "xyz": [[3.085, 1.232, 0.054], [2.696, 0.092, 0.035], [1.315, -0.064, 0.028], [0.273, 0.902, -0.017], [-1.102, 0.335, -0.092], [-1.112, -1.164, 0.057], [0.738, -1.689, 0.064], [0.483, 2.003, 0.150], [-1.758, 0.686, 0.612], [-1.578, 0.814, -0.982], [-1.548, -1.563, 0.904], [-1.491, -1.584, -0.814]], "forces_ev_per_a": [[0.0966, 0.4369, -0.0207], [0.9686, -0.0216, 0.1133], [-4.3450, 2.6639, -0.2109], [3.2387, -0.6695, 1.1751], [0.7361, 0.8506, -1.5646], [3.4088, 0.4810, -1.5059], [-1.1484, -0.9666, -0.0553], [-0.2692, -1.5363, -0.5808], [-1.2298, 1.4361, 2.3855], [0.3063, -1.0842, -0.1089], [-0.9128, -0.4614, 1.7132], [-0.8499, -1.1288, -1.3401]], "lowdin_charge": [-0.003, -0.082, -0.628, -0.047, -0.256, -0.332, 0.908, 0.134, 0.078, 0.135, 0.048, 0.045], "lumo_ev": -0.95, "de_lowest_ev": 3.915, "smiles": "O=NC1=CCCS1", "e_tot_ev": -18598.004, "homo_energy_ev": -8.3, "spin_multiplicity": 1}